# 1
Formula: C40H88F2N7O8S2
Source: the Open Molecules 2025 dataset
Level of theory: ωB97M-V/def2-TZVPD

Structure (ORCA input):
```
! RIJCOSX wB97M-V def2-TZVPD def2/J DEFGRID3
* xyz 5 1
C 4.168 4.772 -1.438
C 5.571 4.958 -2.051
O 6.192 4.047 -2.480
N 6.239 6.341 -2.002
H 5.650 6.976 -2.539
H 6.217 6.731 -1.061
C 7.689 6.365 -2.590
H 4.021 3.801 -0.973
H 3.529 4.854 -2.320
H 4.029 5.659 -0.818
H 7.607 6.330 -3.675
H 8.239 5.527 -2.173
H 8.099 7.350 -2.372
C -5.500 0.896 0.646
C -6.255 -0.164 -0.026
O -5.820 -1.034 -0.721
N -7.656 -0.370 0.587
H -7.449 -0.317 1.583
H -8.286 0.410 0.406
C -8.154 -1.799 0.488
H -5.330 0.770 1.718
H -6.165 1.765 0.694
H -4.567 1.129 0.139
H -7.483 -2.394 1.106
H -8.080 -2.141 -0.540
H -9.098 -1.841 1.027
C 0.346 0.306 -3.759
C -0.287 -1.023 -3.233
C -1.236 -0.570 -2.107
C -2.334 -1.553 -1.762
C -3.200 -1.970 -3.025
C -2.366 -2.457 -4.249
N -1.075 -1.679 -4.319
O -0.417 -1.742 -5.378
C -3.198 -2.153 -5.476
C -1.984 -3.961 -4.047
C 0.790 -1.979 -2.659
H 0.705 1.004 -3.003
H -0.386 0.906 -4.302
H 1.172 0.105 -4.439
H -1.820 0.204 -2.623
H -0.726 0.036 -1.359
H -2.992 -1.016 -1.080
H -1.996 -2.496 -1.327
H -3.579 -0.997 -3.349
H -4.027 -2.641 -2.810
H -4.257 -2.404 -5.436
H -2.771 -2.788 -6.254
H -3.142 -1.105 -5.769
H -1.435 -4.506 -4.821
H -2.834 -4.571 -3.751
H -1.134 -4.092 -3.370
H 0.357 -2.919 -2.327
H 1.371 -1.451 -1.900
H 1.622 -2.115 -3.354
C -1.637 -5.442 2.904
C -1.186 -4.685 4.160
C 0.133 -3.936 3.910
C -0.080 -2.554 3.198
C -1.076 -1.689 4.009
C -2.466 -2.332 4.235
N -2.289 -3.761 4.634
O -3.298 -4.266 5.222
C -3.256 -2.183 2.932
C -3.171 -1.522 5.328
C -0.905 -5.744 5.256
H -0.905 -6.169 2.561
H -1.880 -4.813 2.046
H -2.573 -5.932 3.178
H 0.911 -4.480 3.373
H 0.724 -3.714 4.803
H -0.486 -2.816 2.214
H 0.813 -2.036 2.851
H -1.167 -0.729 3.501
H -0.654 -1.512 5.000
H -4.198 -2.736 2.938
H -2.732 -2.732 2.147
H -3.403 -1.158 2.602
H -2.472 -1.335 6.141
H -4.087 -2.039 5.606
H -3.449 -0.548 4.929
H -1.810 -6.327 5.439
H -0.611 -5.289 6.200
H -0.253 -6.564 4.958
C -5.256 4.956 -1.471
C -3.835 4.811 -0.859
C -2.786 5.841 -1.325
N -1.398 5.787 -0.588
C -0.399 4.923 -1.405
C -1.509 5.248 0.840
C -0.199 5.596 1.500
C 0.119 7.019 0.997
C -0.682 7.113 -0.306
H -5.347 5.027 -2.555
H -5.661 5.811 -0.933
H -5.818 4.035 -1.310
H -3.354 3.839 -0.995
H -4.013 4.916 0.211
H -3.186 6.834 -1.118
H -2.480 5.726 -2.362
H 0.361 4.526 -0.734
H 0.038 5.584 -2.148
H -0.870 4.043 -1.842
H -1.688 4.177 0.754
H -2.358 5.842 1.174
H 0.709 5.007 1.386
H -0.340 5.739 2.571
H 1.166 7.139 0.724
H -0.196 7.730 1.756
H -0.168 7.443 -1.205
H -1.445 7.846 -0.042
C 5.230 -1.108 -2.643
C 5.117 -1.521 -1.195
C 5.029 -3.049 -1.023
N 5.127 -3.441 0.435
C 3.933 -2.955 1.255
C 5.245 -5.025 0.532
C 6.400 -5.343 1.510
C 6.587 -4.111 2.250
C 6.450 -3.062 1.127
H 4.352 -1.333 -3.252
H 6.054 -1.510 -3.238
H 5.482 -0.057 -2.792
H 4.303 -1.001 -0.685
H 5.965 -1.080 -0.665
H 5.851 -3.592 -1.489
H 4.098 -3.509 -1.355
H 3.999 -1.905 1.532
H 3.840 -3.469 2.212
H 2.985 -3.232 0.795
H 4.321 -5.322 1.030
H 5.157 -5.498 -0.444
H 6.216 -6.162 2.205
H 7.284 -5.608 0.928
H 5.780 -3.975 2.972
H 7.529 -4.043 2.791
H 6.354 -2.008 1.379
H 7.214 -3.191 0.360
N 0.267 1.976 0.229
S 1.821 1.567 0.808
O 2.257 0.234 1.155
O 2.477 2.656 1.456
F 2.583 1.609 -0.654
S -0.510 1.478 1.415
O -0.625 2.219 2.642
O -0.711 0.038 1.319
F -1.979 1.822 0.778
*
```

Results
- E_HOMO (eV) = -19.63
- E (hartree) = -3556.12052
- LUMO energy (eV) = -12.48
- gap between HOMO and LUMO (eV) = 7.15

# 2
Formula: C40H88O18S7
Source: the Open Molecules 2025 dataset
Level of theory: ωB97M-V/def2-TZVPD

Structure (ORCA input):
```
! RIJCOSX wB97M-V def2-TZVPD def2/J DEFGRID3
* xyz 0 1
C 25.721 -16.019 2.759
C 25.062 -16.616 3.981
C 25.297 -15.839 5.276
O 23.644 -16.611 3.748
H 26.776 -16.267 2.608
H 25.714 -14.930 2.635
H 25.229 -16.293 1.819
H 25.344 -17.669 4.082
H 26.308 -15.861 5.680
H 24.689 -16.259 6.079
H 24.953 -14.829 5.048
H 23.541 -17.136 2.944
C 24.470 -10.460 0.739
C 24.484 -11.836 0.059
C 25.232 -12.869 0.929
O 23.169 -12.329 -0.146
H 25.474 -10.020 0.687
H 24.418 -10.659 1.814
H 23.741 -9.754 0.354
H 25.021 -11.836 -0.889
H 25.217 -13.863 0.487
H 24.924 -12.954 1.975
H 26.278 -12.545 1.005
H 22.699 -12.282 0.689
C 26.492 -8.913 4.520
C 27.679 -9.842 4.367
C 27.403 -10.843 3.230
O 28.859 -9.103 4.135
H 26.664 -8.007 5.111
H 25.576 -9.358 4.913
H 26.189 -8.473 3.558
H 27.787 -10.414 5.289
H 27.163 -10.332 2.301
H 26.633 -11.537 3.570
H 28.314 -11.436 3.118
H 28.710 -8.392 3.506
C 27.471 -18.281 -0.533
C 26.957 -17.069 -1.317
C 25.672 -17.395 -2.082
O 26.729 -15.917 -0.493
H 28.466 -18.214 -0.100
H 27.401 -19.143 -1.198
H 26.784 -18.428 0.308
H 27.770 -16.829 -2.011
H 24.730 -17.491 -1.528
H 25.794 -18.396 -2.509
H 25.371 -16.715 -2.881
H 25.769 -15.893 -0.425
C 19.177 -11.311 -0.903
C 19.043 -10.855 -2.387
C 19.687 -9.496 -2.650
S 20.425 -8.993 -1.068
O 20.149 -7.614 -0.770
O 21.805 -9.388 -1.293
C 19.595 -10.146 0.038
H 19.844 -12.160 -0.776
H 18.210 -11.726 -0.616
H 17.991 -10.877 -2.656
H 19.588 -11.613 -2.948
H 19.020 -8.766 -3.112
H 20.544 -9.454 -3.320
H 18.736 -9.625 0.452
H 20.333 -10.468 0.770
C 24.406 -5.927 -0.858
C 25.681 -6.693 -0.497
C 26.081 -6.289 0.899
S 24.474 -5.950 1.747
O 24.492 -4.548 2.152
O 24.208 -6.989 2.719
C 23.393 -6.150 0.279
H 23.932 -6.318 -1.758
H 24.610 -4.856 -0.939
H 26.481 -6.546 -1.220
H 25.289 -7.718 -0.500
H 26.688 -5.389 0.846
H 26.549 -7.143 1.385
H 22.588 -5.457 0.503
H 23.086 -7.190 0.391
C 22.982 -10.954 5.375
C 22.093 -12.024 5.996
C 21.352 -12.724 4.871
S 21.038 -11.477 3.570
O 19.636 -11.197 3.458
O 21.795 -11.820 2.378
C 22.059 -10.169 4.425
H 23.786 -11.439 4.814
H 23.472 -10.295 6.089
H 21.466 -11.583 6.769
H 22.720 -12.778 6.478
H 20.333 -12.937 5.210
H 21.719 -13.688 4.528
H 21.346 -9.659 5.080
H 22.464 -9.449 3.720
C 28.742 -11.014 -0.605
C 28.678 -9.596 0.002
C 30.173 -9.150 -0.012
S 30.992 -10.005 -1.409
O 32.016 -10.840 -0.815
O 31.320 -9.033 -2.446
C 29.500 -10.937 -1.908
H 27.762 -11.485 -0.682
H 29.314 -11.622 0.103
H 28.245 -9.497 0.992
H 28.160 -8.931 -0.692
H 30.750 -9.430 0.866
H 30.234 -8.074 -0.167
H 29.716 -11.823 -2.496
H 29.096 -10.165 -2.569
C 23.341 -12.630 -4.580
C 22.743 -13.629 -5.595
C 21.315 -13.999 -5.150
S 21.586 -14.348 -3.373
O 22.117 -15.685 -3.162
O 20.449 -13.929 -2.570
C 22.924 -13.097 -3.164
H 22.848 -11.696 -4.833
H 24.416 -12.718 -4.459
H 23.386 -14.504 -5.688
H 22.657 -13.208 -6.599
H 20.927 -14.883 -5.648
H 20.604 -13.174 -5.172
H 23.707 -13.406 -2.484
H 22.364 -12.261 -2.744
C 25.457 -6.834 -4.419
C 26.883 -7.064 -4.930
C 27.457 -8.313 -4.303
S 26.048 -9.438 -3.997
O 26.036 -9.721 -2.569
O 26.058 -10.594 -4.878
C 24.749 -8.202 -4.367
H 24.930 -6.148 -5.077
H 25.523 -6.433 -3.407
H 27.492 -6.164 -4.862
H 26.859 -7.302 -6.002
H 27.921 -8.051 -3.347
H 28.259 -8.823 -4.834
H 23.877 -8.264 -3.721
H 24.458 -8.472 -5.385
C 20.042 -14.549 1.337
C 19.160 -15.714 0.880
C 19.985 -16.636 0.016
S 21.565 -16.725 0.905
O 22.656 -16.693 -0.033
O 21.473 -17.787 1.912
C 21.418 -15.115 1.742
H 19.566 -13.963 2.125
H 20.140 -13.814 0.535
H 18.186 -15.445 0.477
H 18.956 -16.206 1.840
H 20.213 -16.221 -0.967
H 19.632 -17.661 -0.077
H 22.230 -14.486 1.381
H 21.586 -15.289 2.803
*
```

Results
- E_HOMO (eV) = -9.73
- E (hartree) = -5718.37979
- SMILES string = O=S1(=O)CCCC1.O=S1(=O)CCCC1.O=S1(=O)CCCC1.O=S1(=O)CCCC1.O=S1(=O)CCCC1.O=S1(=O)CCCC1.O=S1(=O)CCCC1.CC(C)O.CC(C)O.CC(C)O.CC(C)O
- LUMO energy (eV) = 0.03
- gap between HOMO and LUMO (eV) = 9.76